The following is a DFT calculation (ωB97M-V/def2-TZVPD) of a molecular structure, C33H35F5N4OP2Zn.

E_HOMO in eV: -6.120
LUMO energy in hartree: -0.073
M in g mol⁻¹: 725.998
Gap between HOMO and LUMO in eV: 4.13
Net charge: 0
Maximum force in eV/A: 2.45

Geometry as XYZ:
```
81
C33H35F5N4OP2Zn ωB97M-V/def2-TZVPD
Zn 0.22 2.19 0.07
C -1.68 1.87 -4.26
C -1.77 0.55 -4.05
C -0.87 -0.52 -4.58
C 0.63 -0.19 -4.80
C 1.28 0.54 -3.65
C 1.04 1.81 -3.28
C 0.61 2.88 -4.23
C -0.63 2.54 -5.09
C 0.85 1.91 2.05
H -2.46 2.55 -3.88
H -2.68 0.16 -3.59
H -1.28 -0.92 -5.53
H -0.93 -1.37 -3.89
H 1.15 -1.16 -4.90
H 0.78 0.33 -5.75
H 2.10 -0.03 -3.17
H 1.26 2.15 -2.26
H 1.45 3.16 -4.89
H 0.37 3.78 -3.64
H -1.04 3.49 -5.49
H -0.34 1.94 -5.96
H 0.06 2.30 2.71
H 1.81 2.40 2.23
H 0.96 0.85 2.34
P 1.65 -0.09 0.30
P -1.28 -1.16 0.77
N 2.95 1.03 -0.41
N 2.76 -1.31 0.95
N -2.07 0.35 0.24
N -2.74 -1.99 0.98
C 0.87 -1.08 -1.04
C -0.51 -1.76 -0.79
C 2.96 2.44 -0.36
C 4.07 2.90 -1.04
C 4.78 1.76 -1.54
C 4.05 0.63 -1.17
C 3.56 -1.10 2.08
C 4.32 -2.23 2.32
C 3.98 -3.20 1.32
C 3.03 -2.61 0.50
C -1.72 1.61 0.81
C -2.02 2.62 -0.16
C -2.70 1.96 -1.21
C -2.63 0.61 -0.99
C -3.91 -1.99 0.20
C -4.89 -2.68 0.89
C -4.30 -3.15 2.12
C -3.00 -2.72 2.16
H 1.59 -1.79 -1.46
H 0.72 -0.35 -1.84
H -1.19 -1.57 -1.65
H -0.37 -2.86 -0.69
H 2.28 3.04 0.25
H 4.35 3.93 -1.18
H 5.71 1.77 -2.10
H 4.21 -0.42 -1.37
H 3.52 -0.15 2.60
H 5.05 -2.37 3.10
H 4.39 -4.19 1.19
H 2.52 -3.01 -0.35
H -1.75 1.71 1.89
H -1.90 3.70 -0.06
H -3.18 2.43 -2.06
H -2.93 -0.18 -1.66
H -3.93 -1.53 -0.77
H -5.90 -2.84 0.55
H -4.79 -3.73 2.89
H -2.19 -2.85 2.86
F -2.08 -0.79 8.45
C -1.64 -0.83 7.18
C -2.07 0.12 6.25
F -3.00 1.02 6.62
C -1.60 0.07 4.96
F -2.06 0.98 4.07
C -0.67 -0.92 4.51
O -0.31 -1.01 3.30
C -0.28 -1.89 5.51
F 0.55 -2.88 5.11
C -0.76 -1.84 6.80
F -0.40 -2.81 7.67
```

These are the Mulliken partial charges, in e, on atoms 1 to 5: 0.253 -0.454 -0.465 -0.819 -1.286


The following is a DFT calculation (ωB97M-V/def2-TZVPD) of 2 unconnected molecules or ions with the total composition C4H13NO2.

E_HOMO (spin up / spin down) in eV: 1.347 / -5.545
LUMO energy (spin up / spin down) in hartree: 0.114 / 0.115
M in g mol⁻¹: 107.153
⟨S²⟩: 0.750
Gap between HOMO and LUMO (spin up / spin down) in eV: 1.74 / 8.67
ΔE to the lowest compared entry with this formula, charge and spin in kJ/mol: 161.47
Net charge: -1
Spin multiplicity: 2
Maximum force in eV/A: 3.23

Geometry as XYZ:
```
20
C4H13NO2 ωB97M-V/def2-TZVPD
C 1.00 -0.78 0.23
C 0.66 0.22 1.41
C -0.75 0.07 2.00
O 0.80 1.62 0.71
C 0.54 -2.29 0.32
N -0.92 -2.42 0.02
H 0.59 -0.32 -0.66
H 2.06 -0.58 0.07
H 1.33 0.08 2.25
H -1.45 -0.01 1.13
H -1.11 0.85 2.68
H -0.95 -0.86 2.59
H -0.09 1.99 0.91
H 1.11 -2.77 -0.48
H 0.73 -2.85 1.36
H -1.23 -3.03 -0.73
H -1.51 -2.40 0.89
H -0.23 4.52 -5.71
H -0.65 4.62 -4.24
O 0.07 4.34 -4.77
```

These are the Mulliken partial charges, in e, on atoms 1 to 5: -1.204 -0.133 -3.397 -0.016 -0.561


The following is a DFT calculation (ωB97M-V/def2-TZVPD) of C16H16N4OS in the gas phase.

E_HOMO in eV: -8.401
LUMO energy in hartree: 0.013
M in g mol⁻¹: 312.398
Gap between HOMO and LUMO in eV: 8.75
ΔE to the lowest compared entry with this formula, charge and spin in kJ/mol: 293.51
Net charge: 0
SMILES: Cc1nnc(SCc2cccc(Oc3ccccc3)c2)n1N
Maximum force in eV/A: 1.36

Geometry as XYZ:
```
38
C16H16N4OS ωB97M-V/def2-TZVPD
C 1.50 5.35 -2.91
C 1.68 3.98 -2.38
N 2.23 2.97 -2.97
N 2.20 1.91 -2.14
C 1.63 2.29 -1.04
N 1.26 3.61 -1.12
N 0.60 4.40 -0.19
H -0.14 3.86 0.24
H 1.24 4.70 0.54
S 1.30 1.34 0.38
C 2.03 -0.24 -0.20
C 1.56 -1.36 0.67
C 0.26 -1.84 0.52
C -0.21 -2.85 1.34
C 0.64 -3.41 2.30
C 1.93 -2.94 2.44
C 2.39 -1.91 1.64
H 3.39 -1.53 1.76
H 2.58 -3.37 3.18
H 0.26 -4.21 2.91
O -1.45 -3.40 1.21
C -2.51 -2.64 0.81
C -3.52 -3.28 0.09
C -4.65 -2.59 -0.29
C -4.79 -1.25 0.04
C -3.80 -0.61 0.76
C -2.66 -1.30 1.15
H -1.89 -0.80 1.72
H -3.90 0.43 1.02
H -5.67 -0.70 -0.27
H -5.43 -3.09 -0.84
H -3.39 -4.33 -0.15
H -0.38 -1.42 -0.25
H 1.71 -0.34 -1.24
H 3.11 -0.12 -0.16
H 1.68 5.34 -3.98
H 0.49 5.70 -2.70
H 2.20 6.03 -2.43
```

These are the Mulliken partial charges, in e, on atoms 1 to 5: -1.096 0.949 -0.803 -0.249 0.496


The following is a DFT calculation (ωB97M-V/def2-TZVPD) of a gas-phase ion, C6H9N2O4 (charge -1).

E_HOMO in eV: -4.052
LUMO energy in hartree: 0.113
M in g mol⁻¹: 173.148
Gap between HOMO and LUMO in eV: 7.11
ΔE to the lowest compared entry with this formula, charge and spin in kJ/mol: 271.19
Net charge: -1
SMILES: [H]/N=C/N[C@H](CCC(=O)[O-])C(=O)O
Maximum force in eV/A: 5.85

Geometry as XYZ:
```
21
C6H9N2O4 ωB97M-V/def2-TZVPD
C -0.16 1.69 0.41
C -3.28 -0.36 0.38
C 2.49 -1.03 0.77
C -0.22 0.22 0.46
C -2.43 -0.10 -0.90
C -0.86 -0.58 -0.67
N 3.50 -1.01 0.01
N 1.35 -0.25 0.30
O -0.14 2.30 1.56
O -4.42 0.15 0.27
O -0.19 2.34 -0.63
O -2.84 -0.97 1.33
H 2.24 -1.54 1.68
H -2.70 0.94 -1.30
H -2.97 -0.76 -1.60
H -0.27 -0.37 -1.60
H -0.72 -1.48 -0.22
H 4.03 -1.76 0.39
H -0.18 3.32 1.33
H -0.37 -0.18 1.44
H 1.66 0.30 -0.43
```

These are the Mulliken partial charges, in e, on atoms 1 to 5: 0.392 0.555 -0.078 0.333 -0.668


The following is a DFT calculation (ωB97M-V/def2-TZVPD) of a molecular structure, C5H10N2O2.

E_HOMO in eV: -9.367
LUMO energy in hartree: 0.003
M in g mol⁻¹: 130.147
Gap between HOMO and LUMO in eV: 9.45
ΔE to the lowest compared entry with this formula, charge and spin in kJ/mol: 1202.83
Net charge: 0
Maximum force in eV/A: 6.68

Geometry as XYZ:
```
19
C5H10N2O2 ωB97M-V/def2-TZVPD
C 2.46 1.54 1.02
C 0.77 -0.22 0.58
C -1.07 -1.74 0.77
C -1.03 0.25 -1.26
C -2.02 1.37 -1.44
H 1.96 2.44 0.12
H 2.55 2.51 2.44
H 3.67 1.07 0.96
H 2.14 -0.33 2.09
H -1.09 -3.18 0.78
H -2.04 -1.29 1.80
H -1.11 -1.31 -0.45
H -2.17 2.40 -0.65
H -1.46 1.85 -2.30
H -3.23 0.86 -1.79
N 1.92 0.16 1.18
N 0.20 0.33 -0.47
O 0.10 -1.19 1.39
O -1.19 -0.77 -2.14
```

These are the Mulliken partial charges, in e, on atoms 1 to 5: -0.748 0.683 -0.490 0.467 -0.910